A.
Computed, not measured: C2H3Cl2NO2 in the gas phase, with the ωB97M-V functional and the def2-TZVPD basis.

Element x y z (Å)
C  0.05523  -0.02689  0.26591
C  1.57139  -0.09772  0.11196
N  2.20672  1.21750  -0.14394
O  1.65668  2.01966  -0.82845
O  3.29087  1.36117  0.34334
Cl  2.31195  -0.84001  1.50408
Cl  2.31128  -1.06160  -1.44739
H  -0.35609  -1.05581  0.04707
H  -0.36721  0.22887  1.35759
H  -0.41139  0.65213  -0.56386

Properties
HOMO energy	-11.238	eV
net charge	0
Kohn-Sham gap	0.37956	Ha
LUMO energy	-0.910	eV

B.
Computed, not measured: C2H3Cl2NO2 in the gas phase, with the ωB97M-V functional and the def2-TZVPD basis.

Element x y z (Å)
C  -0.17194  0.38679  -0.13603
C  0.98358  1.42329  -0.42527
N  -1.17040  -2.42225  1.29819
O  -0.70243  -0.04137  -1.16874
O  -0.50083  0.13284  1.01962
Cl  -2.01026  -1.19760  0.82220
Cl  -0.19896  -3.19963  0.15798
H  1.67685  1.75988  0.43264
H  0.49579  2.23377  -0.86175
H  1.59861  0.92428  -1.13883

Properties
HOMO energy (alpha / beta)	-9.743 / -9.659	eV
net charge	0
Kohn-Sham gap (alpha / beta)	0.27760 / 0.28194	Ha
LUMO energy (alpha / beta)	-2.189 / -1.987	eV

Verdict on stability: B comes out at the bottom.

A.
Computed, not measured: a 6-piece molecular cluster, C2H14O4S2 overall, with the ωB97M-V functional and the def2-TZVPD basis.

Element x y z (Å)
C  0.12219  -0.02907  -1.16492
C  1.13620  -0.02629  -0.00162
S  1.55230  1.59648  0.46537
S  -1.30109  -2.53292  0.50764
H  0.38876  0.56583  -2.03582
H  0.04343  -1.05144  -1.53619
H  -0.85249  0.30363  -0.81983
H  0.76681  -0.63047  0.83012
H  2.00935  -0.59520  -0.35532
H  -1.97937  -3.66263  0.72800
H  -2.32262  -0.70530  1.25416
H  -3.58393  -0.07980  1.97060
O  -2.78996  0.14016  1.46291
H  2.22156  -3.53003  1.44555
H  0.92698  -2.95895  0.76909
O  1.89486  -2.86764  0.83893
H  -1.91426  2.07922  0.98251
H  -0.48914  2.62682  0.67396
O  -1.41861  2.86304  0.65365
H  1.67594  2.41687  -1.55730
H  2.24706  3.41382  -2.61911
O  1.66603  2.66389  -2.49239

Properties
HOMO energy	-8.695	eV
net charge	0
Kohn-Sham gap	0.11621	Ha
LUMO energy	-5.532	eV

B.
Computed, not measured: a 5-piece molecular cluster, C2H14O4S2 overall, with the ωB97M-V functional and the def2-TZVPD basis.

Element x y z (Å)
C  -2.04212  -3.17107  -0.36097
S  -0.26488  -3.07896  -0.06935
S  0.45608  -1.22962  -0.04229
C  1.13027  -0.56230  -1.56883
H  -2.29365  -2.85878  -1.38156
H  -2.31478  -4.22833  -0.40462
H  -2.78203  -2.66389  0.25775
H  1.03709  0.51689  -1.50622
H  2.16030  -0.90559  -1.62203
H  0.83435  -0.88471  -2.57148
H  -1.22600  0.95338  2.49629
H  -1.50051  -0.50112  2.53463
O  -0.81022  0.11399  2.25301
H  1.73531  0.59396  2.44304
H  0.78424  1.49010  3.14510
O  1.67572  1.49596  2.78516
H  2.54967  1.27526  -3.69299
H  3.53328  1.80974  -2.67321
O  3.35616  1.03858  -3.22257
H  -2.19097  4.18430  1.55762
H  -1.68059  2.89873  0.92214
O  -2.14673  3.71349  0.72139

Properties
HOMO energy	-8.704	eV
net charge	0
Kohn-Sham gap	0.32356	Ha
LUMO energy	0.101	eV

Verdict on stability: A comes out at the bottom.

A.
Computed, not measured: a 10-piece molecular cluster, C34H95N7O10 overall, with the ωB97M-V functional and the def2-TZVPD basis.

Element x y z (Å)
C  -1.29630  -1.75303  0.42538
C  0.19211  -1.38062  0.72893
C  1.30841  -2.09215  -0.06145
O  1.22915  -3.58800  0.15933
C  1.67599  -4.13572  1.45712
N  0.36681  0.02098  0.56684
H  -2.03178  -1.31093  1.09750
H  -1.41797  -2.82803  0.55838
H  -1.59832  -1.41644  -0.56637
H  0.40750  -1.61843  1.77062
H  2.30058  -1.71937  0.19295
H  1.22397  -1.91520  -1.13367
H  2.30766  -5.01468  1.32854
H  0.90598  -4.48660  2.14418
H  2.32652  -3.43812  1.98463
H  -0.44323  0.32442  0.04543
H  0.06677  0.48748  1.41090
C  7.82705  1.99392  2.86853
C  8.30426  2.56430  4.19153
C  9.70717  2.06555  4.63470
O  9.63441  0.64854  4.73022
C  11.01457  0.13365  4.91538
N  8.37652  4.04710  3.96332
H  8.47545  2.05041  1.99417
H  6.84346  2.42731  2.68735
H  7.59320  0.93041  2.91707
H  7.59287  2.35061  4.98926
H  10.08416  2.61670  5.49623
H  10.46199  2.49541  3.97624
H  11.36852  0.35934  5.92129
H  11.60677  0.69045  4.18919
H  11.04651  -0.93799  4.71864
H  7.42507  4.37782  3.88934
H  8.81180  4.25964  3.07706
C  -9.87004  6.27418  2.06027
C  -8.42853  5.78364  2.17675
C  -8.31422  4.21526  2.22482
O  -8.71788  3.67440  3.46240
C  -8.10030  2.37645  3.77253
N  -7.71224  6.29360  1.06559
H  -10.44533  5.63266  1.39275
H  -9.91271  7.32026  1.75694
H  -10.40968  6.21409  3.00540
H  -7.99905  6.10666  3.12508
H  -7.31244  3.83387  2.02711
H  -8.82037  3.64616  1.44507
H  -7.05939  2.57909  4.02459
H  -8.18029  1.71288  2.91151
H  -8.42848  1.80326  4.63963
H  -7.99356  7.24932  1.23162
H  -8.09503  5.93802  0.20123
C  -3.95951  3.20241  -5.13237
C  -5.12611  3.89766  -4.31951
C  -6.42490  3.07056  -4.37512
O  -7.56091  3.85342  -3.97855
C  -8.11351  4.77570  -4.94134
N  -4.54867  4.04757  -3.02928
H  -4.21108  3.09876  -6.18786
H  -3.73382  2.27033  -4.61430
H  -3.01188  3.74097  -5.13913
H  -5.29470  4.93193  -4.61946
H  -6.31752  2.17711  -3.76005
H  -6.52230  2.83098  -5.43399
H  -8.59570  4.26405  -5.77429
H  -7.38571  5.38215  -5.48042
H  -8.87202  5.43942  -4.52630
H  -3.97149  4.85370  -3.22190
H  -5.35807  4.33286  -2.49675
C  4.59317  10.30657  -7.76820
C  3.38052  10.97488  -7.16169
C  3.30655  10.56726  -5.65765
O  3.06618  9.20486  -5.61771
C  2.94033  8.72978  -4.25675
N  3.48578  12.45007  -7.36867
H  4.63730  10.52050  -8.83609
H  4.56761  9.21687  -7.76541
H  5.55828  10.50420  -7.30172
H  2.49584  10.67878  -7.72539
H  2.75792  11.11771  -4.89338
H  4.32671  10.67598  -5.28946
H  2.69622  9.36331  -3.40402
H  3.87064  8.24409  -3.96221
H  2.30746  7.84240  -4.26856
H  4.26289  12.95910  -6.97232
H  3.60843  12.53575  -8.36753
C  1.51858  -11.34832  -1.66630
C  0.32827  -10.85055  -2.54003
C  -0.93131  -10.78125  -1.77208
O  -2.02508  -10.28934  -2.51950
C  -3.22737  -10.24205  -1.77134
N  0.56163  -9.46263  -2.96155
H  2.02385  -10.49326  -1.21723
H  2.25800  -11.74798  -2.36030
H  1.26552  -12.04049  -0.86320
H  0.19903  -11.41338  -3.46449
H  -0.72557  -10.01708  -1.02252
H  -1.21801  -11.72683  -1.31187
H  -4.02668  -9.99418  -2.46974
H  -3.02522  -9.44021  -1.06120
H  -3.45647  -11.18248  -1.27015
H  0.68970  -8.83431  -2.18121
H  -0.36206  -9.20991  -3.28253
C  -1.03590  7.15635  4.32587
C  -1.23292  6.49916  5.71896
C  -0.18534  5.44762  6.04697
O  -0.86102  4.24861  5.57457
C  -0.62313  3.06961  6.50099
N  -1.03525  7.60829  6.64371
H  -1.11677  6.41612  3.52989
H  -0.11773  7.73970  4.25677
H  -1.86194  7.86745  4.33484
H  -2.27774  6.18877  5.70876
H  -0.10972  5.35755  7.13060
H  0.77764  5.71708  5.61321
H  -0.95405  3.16539  7.53513
H  0.44816  2.89939  6.39380
H  -1.07277  2.12409  6.19782
H  -1.70824  8.35862  6.57924
H  -1.01972  7.24916  7.58757
C  9.18078  -7.39343  -0.43402
C  9.51852  -7.47331  1.09484
O  9.62053  -8.79040  1.39137
H  9.33527  -6.39695  -0.84787
H  8.12809  -7.51837  -0.68768
H  9.84813  -8.00555  -1.04069
H  8.86521  -6.85228  1.70770
H  10.47679  -6.99971  1.30826
H  10.32460  -9.18712  0.87321
C  -4.08385  -4.89728  -6.58972
C  -4.78949  -5.38173  -7.94582
O  -3.90369  -4.89379  -8.90322
H  -3.83874  -3.84318  -6.45978
H  -3.12696  -5.41347  -6.51209
H  -4.66199  -5.09937  -5.68805
H  -5.77799  -4.93139  -8.03618
H  -4.88162  -6.46398  -7.85445
H  -3.12038  -5.43673  -8.78815
C  -0.10547  -13.45390  5.60693
C  -0.47405  -13.48435  7.10902
O  -1.12960  -14.74451  7.35545
H  0.42217  -12.53734  5.34311
H  -1.04065  -13.39628  5.04995
H  0.50319  -14.32119  5.35108
H  -1.10485  -12.64820  7.41073
H  0.37318  -13.50951  7.79435
H  -1.16952  -14.88960  8.30358

Properties
HOMO energy	-9.129	eV
net charge	0
Kohn-Sham gap	0.35572	Ha
LUMO energy	0.550	eV

B.
Computed, not measured: a 10-piece molecular cluster, C34H95N7O10 overall, with the ωB97M-V functional and the def2-TZVPD basis.

Element x y z (Å)
C  2.54819  3.22239  -0.65876
C  2.69388  4.60691  -0.05364
O  4.00823  5.13466  -0.03653
H  2.25806  3.17767  -1.70848
H  1.68313  2.80666  -0.14209
H  3.45165  2.65012  -0.44803
H  2.17684  4.54912  0.90418
H  2.03753  5.26416  -0.62400
H  4.13962  6.08058  0.06125
C  -1.16404  5.93101  -0.43391
C  -1.99022  4.85389  -1.06719
O  -3.36421  5.23751  -1.28032
H  -1.68804  6.23493  0.47226
H  -1.18414  6.70626  -1.19988
H  -0.16770  5.53234  -0.24295
H  -1.92926  3.88293  -0.57566
H  -1.62749  4.55631  -2.05105
H  -3.79555  5.41822  -0.44194
C  -0.89658  0.33872  -1.20978
C  0.03081  -0.63838  -0.49987
O  0.94701  -0.01580  0.36157
H  -0.48673  0.72530  -2.14288
H  -0.98368  1.23859  -0.60089
H  -1.92704  0.00359  -1.32786
H  0.82666  -0.99182  -1.15547
H  -0.62770  -1.45189  -0.19543
H  0.61523  0.33503  1.19129
C  7.66120  4.03743  4.53070
C  6.86437  2.77354  4.06072
C  5.30248  3.01747  3.96030
O  4.65772  1.97568  3.26281
C  3.28235  2.12878  2.96962
N  7.38194  2.39054  2.74285
H  7.32735  4.39181  5.50591
H  7.48219  4.86185  3.84048
H  8.73430  3.84618  4.52838
H  7.03053  1.99507  4.80535
H  5.28609  3.92937  3.36342
H  4.79171  3.08782  4.92066
H  2.92437  2.95267  2.35224
H  2.88170  2.35489  3.95777
H  2.83700  1.13588  2.90709
H  7.31402  3.11550  2.04290
H  6.77404  1.64682  2.43069
C  6.18735  1.06983  -4.68892
C  6.47690  1.32963  -3.21580
C  6.50432  -0.02385  -2.44329
O  5.27619  -0.79247  -2.36258
C  4.10604  -0.15436  -1.81017
N  7.74651  2.04566  -3.23218
H  6.02185  1.99006  -5.24919
H  5.35497  0.41875  -4.95600
H  7.00256  0.54316  -5.18504
H  5.74723  1.93728  -2.68061
H  6.99491  -0.11733  -1.47444
H  7.00469  -0.80542  -3.01502
H  3.75251  0.73979  -2.32358
H  4.29969  0.14505  -0.78014
H  3.26707  -0.84154  -1.70063
H  7.85184  2.44922  -2.31231
H  7.65922  2.76827  -3.93240
C  -2.33420  -1.14163  -4.77656
C  -3.20681  -2.37964  -5.10843
C  -4.62612  -2.09294  -5.55614
O  -5.59639  -2.33801  -4.56895
C  -6.91805  -2.48646  -5.07890
N  -2.48493  -3.20936  -6.11482
H  -1.97738  -0.54539  -5.61636
H  -1.47512  -1.51482  -4.21904
H  -2.76984  -0.42477  -4.08055
H  -3.21931  -3.08914  -4.28105
H  -4.81232  -2.75480  -6.40193
H  -4.82338  -1.07828  -5.90206
H  -7.60803  -2.38900  -4.24073
H  -6.98020  -3.38753  -5.68908
H  -6.99480  -1.68028  -5.80849
H  -1.64276  -3.26169  -5.55975
H  -2.81019  -4.15037  -6.28456
C  -4.73498  -4.14034  0.46422
C  -3.32796  -3.69273  0.93917
C  -2.23430  -4.32192  0.06262
O  -2.23185  -4.08353  -1.32221
C  -0.94085  -4.37593  -1.99199
N  -3.24518  -2.28149  1.02043
H  -4.80825  -5.21219  0.64825
H  -4.92208  -4.11518  -0.60930
H  -5.53651  -3.62984  0.99809
H  -3.23799  -4.04508  1.96672
H  -2.31171  -5.40668  0.13614
H  -1.31228  -4.08161  0.59200
H  -0.10882  -3.88893  -1.48339
H  -1.07628  -3.99125  -3.00282
H  -0.74357  -5.44045  -2.11840
H  -3.43954  -1.94786  0.08715
H  -3.85574  -1.82738  1.68458
C  -0.68470  -0.26575  5.13654
C  -1.88031  0.00159  4.23117
C  -1.56815  0.13505  2.76040
O  -0.38963  0.95113  2.50570
C  -0.60035  2.32770  2.71391
N  -2.88132  -1.04576  4.43738
H  -0.95451  -0.31398  6.19151
H  -0.00701  0.57679  4.99887
H  -0.08328  -1.16702  5.01777
H  -2.29205  0.92058  4.64835
H  -2.43154  0.52194  2.21915
H  -1.43892  -0.84799  2.30759
H  0.28633  2.88344  2.40888
H  -0.86293  2.51944  3.75429
H  -1.40029  2.69807  2.07279
H  -2.18844  -1.78053  4.44889
H  -3.33711  -1.16765  5.33040
C  1.39449  -3.49427  2.16121
C  2.70718  -2.76117  2.43682
C  3.94396  -3.51235  2.89558
O  3.64552  -4.35612  4.00203
C  4.75153  -4.61606  4.89735
N  2.99825  -2.00688  1.20319
H  0.55067  -2.92979  1.76441
H  1.01826  -3.97584  3.06377
H  1.42354  -4.19695  1.32844
H  2.49585  -2.27908  3.39130
H  4.58046  -2.66573  3.15287
H  4.45606  -4.13120  2.15878
H  5.27115  -3.71693  5.22850
H  5.47904  -5.15015  4.28614
H  4.33210  -5.12103  5.76752
H  3.82048  -1.42060  1.22065
H  2.19506  -1.47761  0.89522
C  -5.58576  -1.27610  -1.37802
C  -6.02759  0.14267  -1.56070
C  -7.61186  0.39436  -1.15792
O  -8.08354  1.78349  -1.33909
C  -9.39626  1.77142  -0.84683
N  -5.27422  1.03411  -0.71090
H  -5.33562  -1.44224  -0.33020
H  -4.72013  -1.47745  -2.00908
H  -6.33223  -2.04123  -1.59123
H  -5.79825  0.42162  -2.58914
H  -7.71780  0.02935  -0.13633
H  -8.24903  -0.31506  -1.68596
H  -10.05547  1.26664  -1.55305
H  -9.68503  2.81724  -0.74207
H  -9.53540  1.29315  0.12270
H  -4.40232  1.14111  -1.20934
H  -5.56287  1.99609  -0.81758

Properties
HOMO energy	-8.662	eV
net charge	0
Kohn-Sham gap	0.33298	Ha
LUMO energy	0.398	eV

Verdict on stability: A comes out at the bottom.